Record 1
A structure of composition C67H89F7GaO at a distorted geometry, computed with ωB97M-V/def2-TZVPD.

Structure (ORCA input):
```
! wB97M-V def2-TZVPD RIJCOSX def2/J DEFGRID3
* xyz -1 1
C 4.014 -3.850 -1.342
H -8.423 3.288 5.739
C -7.395 -5.262 -5.211
C -6.973 -5.201 -2.450
H 1.779 0.153 -2.428
C 3.370 8.978 -4.158
H 1.948 0.908 0.188
H 1.844 -4.788 -3.046
H -4.358 1.395 -0.281
H 10.951 -2.375 -2.201
C -5.838 1.562 -2.437
H -3.802 0.352 1.864
C 1.643 2.033 -0.069
H -7.566 1.325 -0.920
C -6.500 1.837 -0.926
C -3.927 3.165 11.444
F -4.036 3.934 4.920
C -5.469 1.915 1.641
H -0.706 3.462 3.257
C -5.791 2.521 7.761
H 0.181 -3.090 -2.619
C -0.419 -1.669 -0.068
H -2.827 2.974 3.381
F 4.773 -6.594 0.460
H -0.531 -4.105 -1.143
H -4.800 -1.859 -3.736
H 1.729 -1.713 -1.050
H 7.610 -6.146 4.797
C -4.620 -0.758 -3.327
C -4.112 1.346 2.436
H 3.407 -0.808 -9.419
C -5.448 1.203 0.163
F 0.094 8.501 -2.679
C -0.228 2.451 2.845
C 10.171 -5.344 0.144
H -1.342 0.227 -0.933
H 3.404 -0.688 -2.883
C 4.880 -6.129 2.769
H -6.550 4.085 4.294
C -1.414 1.706 1.936
H 3.770 3.459 -9.509
C 2.139 2.418 -3.517
C 3.594 1.322 -9.591
H 2.122 -0.422 -4.261
H 5.159 -5.750 4.872
F -4.695 -4.738 -2.847
C 10.731 -3.211 -1.540
C 0.962 -2.477 -0.555
H 3.810 -5.948 2.782
H 4.068 -1.757 -0.409
C 1.533 -4.824 -1.911
C -5.037 3.513 5.703
H -1.165 -2.385 0.493
H 1.295 4.011 -2.008
C -5.161 3.860 13.852
H 3.777 2.050 -1.073
H -7.926 2.300 7.963
C 1.538 6.925 -3.676
C -1.068 -0.854 -1.335
C 3.670 2.545 -8.933
H 9.341 -2.089 -0.331
C -8.251 -5.447 -2.953
C -6.350 3.642 5.264
C 2.881 2.800 -0.890
H 3.073 4.330 -2.624
C 0.453 -3.637 -1.594
H 7.336 -6.985 0.582
C -6.021 0.014 -2.951
H 0.063 1.799 3.800
H 5.013 -4.419 -1.626
H 8.829 -4.018 1.166
C 3.495 1.388 -6.819
H 2.718 2.744 2.701
H -4.281 -1.037 -1.071
H -5.284 -4.823 -5.374
H -6.791 -5.180 -1.380
H -2.512 -2.655 -1.552
H -1.379 0.531 2.051
C 6.873 -6.710 1.525
F -6.027 3.280 10.379
C 7.635 -6.584 2.686
H -6.658 0.064 -3.959
H 4.604 7.451 -5.050
H -2.091 3.119 12.574
C 11.079 -5.513 -0.895
C -8.459 -5.480 -4.334
C -3.784 3.635 13.809
H -6.455 2.263 -3.180
H -2.012 -1.896 -3.219
H 2.248 2.999 -4.548
H 3.788 -3.125 0.859
Ga 1.432 3.015 1.738
C -5.920 3.746 12.688
C 3.661 7.671 -4.554
H -7.559 -5.292 -6.285
H 2.971 5.628 -4.629
H -6.599 3.002 -0.841
C -3.642 -0.687 -2.013
C 11.357 -4.443 -1.745
F 3.643 1.290 -10.929
H -5.664 0.060 0.293
H -6.426 1.693 2.282
H -4.380 1.003 3.547
C -4.748 2.953 6.943
C -7.112 2.641 7.327
H -1.108 1.929 0.808
H -6.990 3.926 12.701
C -5.921 -4.979 -3.331
C 7.016 -6.239 3.890
H -6.700 -0.614 -2.199
H 1.077 1.925 -3.533
H -0.219 -0.677 -2.149
H 3.336 -0.761 -6.925
C 5.503 -6.478 1.576
C 3.614 2.579 -7.539
H -3.464 2.889 10.502
H -3.110 3.173 1.498
C -5.297 3.396 11.496
C 1.255 8.231 -3.289
C 2.320 3.486 -2.287
H 12.060 -4.567 -2.565
H -4.084 -0.174 -4.197
H -3.275 0.437 -1.918
C 9.824 -3.050 -0.491
C 3.425 0.165 -7.489
H 3.652 -3.239 -2.292
C 4.429 -2.842 -0.085
F 9.900 -6.374 0.957
H 4.087 9.775 -4.341
H 11.562 -6.475 -1.034
H 0.660 1.997 -0.702
H -5.575 2.090 8.736
H -0.039 -0.860 0.716
H -9.455 -5.677 -4.726
C 2.744 6.644 -4.316
C 9.538 -4.123 0.352
H 5.582 -2.887 0.134
C 3.469 0.132 -8.882
C 2.159 9.260 -3.528
H 0.947 -5.854 -1.771
H 1.335 4.617 1.463
C -3.165 3.290 12.605
H 3.664 3.530 -7.015
H -4.738 1.964 -2.452
H -3.190 3.729 14.716
H -3.715 2.859 7.261
C 2.577 0.049 -3.280
O 3.184 1.366 -3.536
H 1.452 -2.867 0.433
C -7.393 3.199 6.077
H -5.641 4.125 14.791
C -6.121 -5.004 -4.707
H 3.251 -6.002 -0.979
C 5.639 -6.014 3.933
H 3.456 1.415 -5.732
H -5.289 3.077 1.458
H 0.817 6.139 -3.475
C -2.844 2.390 2.358
H -9.082 -5.614 -2.272
H 2.495 -4.776 0.237
H 3.315 3.645 -0.171
C 2.823 -4.892 -0.904
H 8.709 -6.756 2.655
H 1.913 10.271 -3.221
C -2.300 -1.624 -2.097
*
```

Values from the calculation:
HOMO: -4.54 eV
E: -144356.635 eV
Kohn-Sham gap: 6.59 eV

---

Record 2
A structure of composition C21H19N3OS3SbSe4Tc at a distorted geometry, computed with ωB97M-V/def2-TZVPD.

Structure (ORCA input):
```
! wB97M-V def2-TZVPD RIJCOSX def2/J DEFGRID3
* xyz 2 1
C -6.001 1.433 0.090
N -0.389 1.259 -0.319
H 2.158 3.271 -0.813
H -8.750 -0.543 0.087
H 7.500 -5.858 -1.927
H 8.278 -3.868 -0.624
H -4.013 1.667 0.937
S 3.848 -2.050 -0.060
Se 1.877 0.659 -2.570
H 2.250 1.435 5.117
C -6.775 0.283 0.018
C 7.225 -4.008 -0.831
H -6.025 3.566 0.347
H 0.715 4.086 -0.225
C 1.641 0.717 1.893
H 0.582 3.930 2.069
C 1.402 2.795 3.694
H 6.631 -2.207 0.179
C 0.996 2.980 2.382
N 4.592 -4.348 -1.336
C 1.105 1.924 1.483
Se 4.841 -1.895 -3.796
H 2.477 -0.431 3.486
S -1.145 -1.219 -1.012
H -8.471 3.697 0.577
C -8.770 1.585 0.344
H 3.610 -4.480 -1.545
H 1.312 3.605 4.404
C -2.205 0.101 -0.567
N -1.670 1.263 -0.178
H 0.631 3.189 -1.746
C 2.055 0.522 3.194
C 4.963 -3.255 -0.651
C 5.468 -5.271 -1.799
H -6.331 -0.696 -0.126
C 6.800 -5.123 -1.559
Sb 2.511 -1.725 -3.670
O 1.779 -0.273 0.940
H -4.155 2.186 -0.748
C 1.927 1.570 4.094
C -6.622 2.662 0.291
H -9.846 1.645 0.442
C 0.662 2.024 0.069
H 5.041 -6.094 -2.353
Se 0.592 -2.447 -4.773
C 6.314 -3.079 -0.375
C -8.158 0.360 0.144
Se 1.939 -2.573 -1.051
C -7.998 2.736 0.420
C 1.074 3.195 -0.754
C -4.490 1.450 -0.018
S -3.857 -0.155 -0.585
Tc 0.877 -0.194 -0.688
*
```

Values from the calculation:
HOMO: -13.39 eV
E: -331215.154 eV
Kohn-Sham gap: 4.55 eV

---

Record 3
A cluster of 2 separate species, HO4PS in total at a distorted geometry, computed with ωB97M-V/def2-TZVPD.

Structure (ORCA input):
```
! wB97M-V def2-TZVPD RIJCOSX def2/J DEFGRID3
* xyz -2 1
S -1.995 0.394 0.147
O 1.021 -0.397 -1.404
O 0.360 -1.561 0.804
P 1.080 -0.456 0.099
O -0.994 1.528 0.635
O 2.174 0.335 0.763
H -1.645 0.157 -1.042
*
```

Values from the calculation:
ΔE to the lowest compared entry with this formula, charge and spin: 49.27 kJ/mol
HOMO: 1.65 eV
E: -28330.557 eV
Kohn-Sham gap: 5.01 eV

---

Record 4
A cluster of 2 separate species, C2H3NO in total at a distorted geometry, computed with ωB97M-V/def2-TZVPD.

Structure (ORCA input):
```
! wB97M-V def2-TZVPD RIJCOSX def2/J DEFGRID3
* xyz 0 1
C -1.064 0.073 -0.001
N 1.406 0.146 -0.723
C -1.683 -0.628 0.732
H -2.044 -1.325 1.367
H 1.980 1.024 -1.154
O 2.055 -0.280 0.184
H -0.650 0.989 -0.405
*
```

Values from the calculation:
SMILES: C#C.N=O
ΔE to the lowest compared entry with this formula, charge and spin: 521.19 kJ/mol
HOMO (spin up / spin down): -9.50 / -9.50 eV
E: -5654.503 eV
Kohn-Sham gap (spin up / spin down): 9.13 / 9.13 eV

---

Record 5
A cluster of 2 separate species, C2H8N4 in total at a distorted geometry, computed with ωB97M-V/def2-TZVPD.

Structure (ORCA input):
```
! wB97M-V def2-TZVPD RIJCOSX def2/J DEFGRID3
* xyz 2 1
H 1.912 1.190 -1.951
H 0.188 -1.113 0.762
N -1.763 1.688 1.078
C 1.419 -0.722 -1.475
H -0.044 1.165 1.844
N 1.308 -1.908 -0.965
N -0.710 -0.390 0.812
C -0.812 0.814 1.258
H 1.437 -2.076 -0.009
H -1.281 -0.607 -0.018
H 1.131 -2.535 -1.723
N 1.270 0.395 -1.661
H -2.454 1.733 0.280
H -1.601 2.366 1.769
*
```

Values from the calculation:
ΔE to the lowest compared entry with this formula, charge and spin: 202.57 kJ/mol
HOMO: -19.95 eV
E: -8144.569 eV
Kohn-Sham gap: 11.16 eV

---

Record 6
A cluster of 2 separate species, C13H28N2O6P2 in total at a distorted geometry, computed with ωB97M-V/def2-TZVPD.

Structure (ORCA input):
```
! wB97M-V def2-TZVPD RIJCOSX def2/J DEFGRID3
* xyz -3 2
H 1.916 0.477 2.007
H 4.183 0.749 1.713
C -1.158 2.801 -1.724
H 2.498 -1.231 1.865
H 0.264 3.465 0.313
P 2.996 -4.705 -2.796
C 0.287 2.363 0.249
H -1.632 2.276 -2.563
O 3.710 -3.386 -2.417
C -1.021 -0.742 -0.034
H 0.204 -1.016 1.842
H -0.067 -3.218 -2.419
H -4.160 2.247 1.925
H 3.117 0.867 -1.183
H -3.171 -0.830 0.358
H -1.629 3.763 -1.472
C -2.271 -0.443 0.870
H 1.128 2.102 -0.426
C -2.438 1.038 1.347
O 1.477 -4.601 -2.558
H -4.614 0.732 1.046
C -0.847 0.416 -1.061
H -2.166 -1.066 1.791
C 3.678 1.254 -0.318
O -3.312 2.048 -0.576
H -2.888 -2.276 -1.289
O 3.303 -4.986 -4.285
H -1.118 2.270 2.598
C -1.593 1.277 2.658
H -0.107 3.018 -2.045
C -3.941 1.170 1.802
C -1.016 1.867 -0.461
N -0.639 -2.345 -2.428
H 4.393 -0.632 0.632
H -0.823 0.500 2.809
H 0.498 1.855 1.203
O 3.612 -5.840 -1.948
C 2.342 -0.280 1.310
H -4.123 0.654 2.769
H 0.472 -2.221 0.566
H 4.694 1.503 -0.691
C 0.271 -1.139 0.744
H -1.675 0.311 -1.790
O 1.437 -0.472 0.250
N -2.250 2.072 0.331
H 0.090 0.361 -1.634
H 3.248 2.208 0.043
H -2.255 1.232 3.548
C 3.730 0.226 0.840
P -1.458 -2.281 -1.068
H -1.175 -3.409 -0.242
*
```

Values from the calculation:
HOMO (spin up / spin down): 2.06 / 2.33 eV
E: -47771.311 eV
Kohn-Sham gap (spin up / spin down): 4.43 / 4.16 eV

---

Record 7
A structure of composition C12H31ClI2OPmSi3, computed with ωB97M-V/def2-TZVPD.

Structure (ORCA input):
```
! wB97M-V def2-TZVPD RIJCOSX def2/J DEFGRID3
* xyz 1 5
H 0.702 -3.423 1.488
O -1.028 -0.623 -2.110
C 0.416 -0.363 0.159
C 1.052 -2.684 -1.869
Si 0.520 -0.963 1.911
H 3.798 -0.100 0.635
C 1.627 2.414 0.360
H -1.516 -2.063 2.915
H -2.022 -0.724 1.919
C -1.957 4.446 2.087
H 1.380 0.365 -2.970
C -3.359 1.886 -1.716
C 1.383 1.222 -2.294
H 2.497 0.414 2.572
H -3.583 1.485 -2.706
C 3.504 0.089 -0.401
H 1.010 1.095 3.248
H 2.292 -2.698 1.742
H 4.201 0.816 -0.826
Cl -4.075 0.600 -0.558
H -1.094 4.876 2.577
H 1.728 -0.352 3.957
Si -0.204 -1.652 -0.985
H 3.607 -0.849 -0.952
C -1.567 -2.723 -0.313
H 0.421 1.737 -2.437
Si 1.764 0.726 -0.496
H -3.998 2.751 -1.562
H -1.826 -0.232 -3.967
H 2.144 1.927 -2.640
I -2.018 2.383 2.599
H -2.285 -1.803 -3.280
H 1.223 -2.994 3.117
H -1.341 -0.437 3.534
H 1.691 -3.167 -1.125
H 0.598 -3.468 -2.481
C 1.529 0.162 3.013
C -1.472 -1.084 -3.392
H -1.868 -3.453 -1.070
H 2.488 3.033 0.091
C -1.248 -1.043 2.627
H -2.886 4.890 2.420
Pm -1.385 1.184 -0.461
H -2.453 -2.141 -0.048
C 1.248 -2.678 2.071
H -1.258 -3.282 0.572
H -0.643 -1.552 -3.923
I -1.775 4.796 0.003
H 1.591 2.342 1.447
H 0.750 2.990 0.029
H 1.696 -2.075 -2.510
*
```

Values from the calculation:
ΔE to the lowest compared entry with this formula, charge and spin: 0.00 kJ/mol
HOMO (spin up / spin down): -11.06 / -10.96 eV
E: -83903.732 eV
Kohn-Sham gap (spin up / spin down): 7.28 / 7.22 eV

---

Record 8
An isolated molecule of C10H17NO2 at a distorted geometry, computed with ωB97M-V/def2-TZVPD.

Structure (ORCA input):
```
! wB97M-V def2-TZVPD RIJCOSX def2/J DEFGRID3
* xyz 0 1
C 0.342 2.039 0.584
C -0.724 0.006 1.893
C 1.571 1.219 -0.984
H -1.611 -3.189 -0.756
H -1.564 0.122 1.177
H -0.493 2.129 -0.218
H -0.447 -1.032 1.964
H -0.915 0.529 2.827
H 2.475 -0.056 2.301
H 1.747 -0.752 0.288
O 0.122 1.093 -3.047
C -0.837 -1.244 -1.434
H -2.326 0.079 -2.197
H 0.264 2.815 1.314
C -2.232 -0.641 -1.454
C 1.783 0.794 2.217
H -0.509 -2.464 0.341
H 1.505 1.072 3.245
H -2.505 -0.171 -0.535
C -0.709 -2.545 -0.696
H 2.513 1.108 -1.488
H -2.969 -1.344 -1.520
H 2.454 1.626 1.890
H 0.096 -3.201 -1.018
O 1.461 2.371 -0.243
H -0.662 -1.482 -2.577
C 0.429 0.767 -1.925
C 1.073 -0.024 -0.059
C 0.605 0.654 1.186
N 0.066 -0.277 -1.076
*
```

Values from the calculation:
SMILES: CC(C)N1C(=O)[C@H]2OCC(C)(C)[C@H]21
ΔE to the lowest compared entry with this formula, charge and spin: 253.23 kJ/mol
HOMO: -9.14 eV
E: -16229.018 eV
Kohn-Sham gap: 9.88 eV